Record 1
Formula: C30H32N5O6STi
Source: OMol25
Level of theory: the ωB97M-V functional and the def2-TZVPD basis

Structure (XYZ):
```
75
Properties=species:S:1:pos:R:3:forces:R:3
Ti 0.065593 0.450433 0.709749 1.412 -0.558 -0.179
S -1.854158 -1.148393 0.361486 0.567 0.567 -0.119
O -2.533912 2.533425 4.108338 0.426 -0.144 1.197
O -0.600791 1.458935 2.115921 -1.090 0.178 0.291
O -1.384210 -4.624871 -3.080058 -0.115 -0.947 -0.074
O 1.567754 0.048777 -0.785016 -0.201 0.188 1.125
O -2.721689 5.941425 -3.035658 0.516 -0.169 -0.273
O 0.739487 -1.124052 1.913907 -0.666 0.280 0.022
N -0.210675 -1.957027 2.374566 1.146 0.221 0.266
N 2.003826 1.275469 1.360917 -0.121 -0.066 0.269
N -0.731366 2.065250 -0.640041 0.601 -0.061 -2.106
N 3.170812 0.900075 0.689254 -0.810 -0.544 -1.244
N -1.504585 5.032430 -4.757347 -0.587 0.157 0.446
C -1.143065 4.339900 -1.217807 -0.209 0.490 -0.605
C 2.178993 1.873806 2.481023 0.219 -0.390 -0.676
C -0.937705 1.754308 -1.966409 -0.384 -0.288 1.916
C -1.579205 -5.474214 -1.964394 -1.198 -1.332 -0.882
C -2.183262 -3.071836 2.190941 -3.041 -1.193 -0.558
C 4.378187 -1.218702 -3.544309 0.242 -1.041 -2.213
C -0.820386 -2.371888 -3.788712 -1.639 -0.288 1.145
C -0.826527 3.352874 -0.302753 0.205 -0.430 0.353
C 3.485153 -0.844920 -2.576373 -2.656 0.428 0.472
C -1.419077 2.641637 -2.884486 0.557 1.863 0.036
C 5.193847 -0.032993 -1.170942 0.787 -0.196 0.113
C 1.143871 2.246654 3.409918 -0.733 1.545 1.000
C -1.902836 -3.880500 3.232223 0.545 -1.739 1.498
C -1.154476 2.625022 4.192704 -0.329 -1.072 -0.903
C -0.663204 3.026342 5.427432 0.132 -0.027 -0.366
C 0.105550 -2.703354 3.477241 0.029 -0.058 -0.186
C 2.805272 0.259079 -0.416090 -0.540 0.508 -0.041
C 3.845178 -0.192204 -1.396067 0.002 -0.288 -0.053
C -1.959010 5.097227 -3.461711 0.086 -0.258 -0.080
C -0.245728 2.091146 3.235293 0.505 -0.133 -0.594
C -1.377097 -2.068883 1.727745 0.294 0.074 -0.364
C -3.318765 2.586209 2.936531 -0.899 -0.159 0.813
C -0.801804 -3.453837 -2.676057 0.347 2.332 0.753
C -2.852965 -5.091261 -1.212293 0.164 -0.401 0.535
C -0.690378 -3.724663 3.924596 -0.717 1.739 -1.612
C 6.096968 -0.479443 -2.133465 0.882 -0.530 -0.710
C 1.558647 2.933966 4.553119 0.471 -0.414 0.271
C 0.717453 3.145603 5.630718 -1.093 -0.010 -1.583
C 5.746775 -1.035538 -3.382215 -1.911 1.207 2.905
C -1.411434 4.013112 -2.554824 -0.841 -0.554 1.297
H 3.205694 2.063777 2.780131 0.067 0.069 0.075
H 7.158927 -0.520581 -1.943952 0.183 0.584 0.389
H -2.992466 -5.621916 -0.271350 0.374 -0.263 0.123
H -1.289668 -3.081133 -1.735427 0.161 0.041 -0.866
H 2.372914 -0.980620 -2.694887 1.382 -0.038 -0.143
H 5.527286 0.382721 -0.222462 0.066 -0.034 -0.260
H -1.795524 2.345755 -3.837657 0.147 -0.475 -0.556
H -0.448810 -4.271281 4.779786 0.448 -0.773 1.076
H -3.238538 3.572178 2.506186 -0.282 0.400 -0.330
H -3.150478 -3.228705 1.676289 0.739 0.245 0.231
H -0.598554 3.558392 0.747156 -0.278 0.118 -0.359
H -2.998339 1.849489 2.256265 0.413 -0.830 -1.108
H -1.446047 3.253000 6.143415 0.384 0.045 0.291
H -0.784662 0.725114 -2.227915 -0.060 -0.415 -0.003
H 4.029957 -1.711548 -4.494200 0.120 0.608 1.121
H -2.877173 -4.049013 -0.942966 -0.083 0.523 -0.101
H 0.236642 -3.561630 -2.352020 0.314 -0.565 -0.164
H -1.260185 5.370665 -0.889252 0.178 -0.200 -0.104
H 2.579248 3.299673 4.561515 0.171 -0.415 0.422
H -4.391807 2.317091 3.220553 1.491 0.688 -0.158
H -3.730351 -5.361029 -1.791619 -0.022 0.268 -0.337
H -1.181587 4.134209 -5.094590 0.051 0.437 -0.109
H -1.776365 -6.455665 -2.417285 0.122 0.068 0.120
H -0.673265 -5.630718 -1.381758 0.119 0.570 0.333
H 1.027235 -2.433052 3.954175 0.325 0.161 -0.150
H -1.035452 -2.784039 -4.773591 0.419 -0.136 0.031
H 0.101488 -1.844653 -3.716536 0.757 0.484 -0.441
H -2.542614 -4.721765 3.567270 0.111 0.849 -0.539
H 6.481202 -1.259176 -4.089724 0.860 -0.537 -0.974
H -1.974057 5.674657 -5.390328 0.240 -0.409 0.008
H 1.124293 3.422741 6.549671 0.405 0.747 1.320
H -1.634036 -1.647462 -3.581503 0.325 -0.300 -0.140
```
Forces are in eV/Å.

Calculated values
<S²>   0.756
2S+1   2
Energy above the lowest of the compared OMol25 structures with the same formula, charge and spin   0.8437 eV
Gap between HOMO and LUMO (spin up / spin down)   6.99 / 7.23 eV
Maximum force   3.681 eV Å⁻¹

Atomic partial charges in e from the Löwdin method, atoms 1 to 8: 0.888 0.697 -0.097 -0.234 -0.141 -0.176 0.081 -0.210


Record 2
Formula: C30H33AgN2O5S2
Source: OMol25
Level of theory: the ωB97M-V functional and the def2-TZVPD basis

Structure (XYZ):
```
73
Properties=species:S:1:pos:R:3:forces:R:3
Ag 1.258214 0.007561 -1.098720 0.231 0.696 -0.149
S -1.120265 0.240077 -2.234330 -0.071 -0.002 -0.008
S -3.321072 1.603040 -0.654191 0.133 -0.139 0.016
O 2.771218 1.248342 -2.378445 0.200 0.123 -0.092
O 4.829504 -0.646786 1.590327 -0.255 0.005 -0.119
O 0.323344 -2.101486 -0.377713 0.464 -0.353 0.764
O 3.201805 -2.484040 -1.018536 -0.013 -0.253 0.082
O 2.822891 -0.318360 0.619070 0.189 -0.267 0.084
N -0.874463 2.482323 -0.697114 -0.145 -0.185 0.085
N 0.500338 2.339227 -0.795025 -0.146 -0.268 -0.079
C -2.117386 -3.270293 0.691009 0.148 0.091 0.081
C 3.897848 -0.946369 0.817397 0.039 0.133 0.145
C 3.336913 4.444805 -0.718743 -0.050 -0.053 -0.022
C -1.719451 3.404616 2.221741 -0.017 0.037 0.011
C -3.284430 -3.932351 1.045228 -0.038 0.021 0.051
C -1.587579 1.534704 -1.200397 0.092 0.216 0.089
C -1.309185 -2.581558 1.758950 -0.043 -0.030 -0.022
C 3.340359 2.253862 -1.850698 -0.130 0.049 -0.014
C -2.267406 -3.696005 -3.110293 -0.017 -0.045 0.073
C 1.152624 3.376967 -1.151986 0.106 0.143 -0.094
C -2.807210 5.370105 3.098671 -0.021 -0.047 -0.021
C 5.460036 -2.579501 -0.357381 0.102 0.005 -0.046
C -4.095171 -4.550927 0.102770 0.005 0.012 -0.062
C -5.347072 -5.270436 0.527173 0.003 0.001 0.001
C -2.572167 -3.820042 -1.634461 -0.006 0.001 -0.126
C 4.767463 2.400452 -1.892564 0.027 0.079 0.061
C -4.103065 3.609642 2.094411 0.002 -0.002 0.005
C -0.432800 -2.703809 -1.092320 -0.574 0.072 -0.493
C 2.633802 3.350666 -1.225783 -0.070 0.006 -0.024
C -3.031953 1.532967 1.154002 -0.012 0.229 -0.155
C -4.037790 4.848236 2.718012 0.028 -0.023 -0.019
C -1.738041 -3.252328 -0.663209 -0.002 -0.168 -0.027
C -2.948805 2.873109 1.837717 0.032 -0.051 0.002
C 5.424220 3.488656 -1.366911 -0.121 -0.024 -0.024
C 0.411425 4.637272 -1.542368 0.097 0.082 0.110
C -1.650437 4.643290 2.847839 -0.008 -0.051 -0.010
C -3.734833 -4.468252 -1.234449 -0.037 0.015 -0.018
C 4.718672 4.539445 -0.765432 0.005 -0.042 -0.021
C 4.043114 -2.339765 0.121247 -0.097 0.006 0.013
C 3.639228 -3.368024 1.184365 -0.043 -0.037 0.004
H -1.164203 -1.529486 1.512764 0.003 -0.023 0.024
H -2.105315 0.977599 1.281916 0.001 -0.042 0.071
H -4.381061 -4.907026 -1.988626 0.007 0.010 0.001
H 2.315537 -2.211657 -0.739729 0.053 0.124 -0.014
H 2.771085 5.241226 -0.238762 0.021 0.005 -0.052
H -2.052839 -2.659439 -3.376073 -0.032 0.003 0.017
H 1.105315 5.429265 -1.817666 -0.018 -0.006 -0.004
H -6.031661 -4.594435 1.043845 0.003 -0.003 -0.003
H 3.800042 -4.386242 0.814312 -0.024 0.021 -0.017
H 5.235190 5.391237 -0.338004 -0.015 -0.017 0.005
H -0.683517 5.042432 3.132258 -0.028 -0.010 -0.015
H -0.234607 4.968061 -0.723212 0.012 -0.025 -0.048
H -2.751278 6.337714 3.583565 0.004 -0.004 -0.007
H -0.306617 -3.003050 1.839716 -0.016 0.018 0.010
H 6.508731 3.528560 -1.412504 0.019 -0.012 0.003
H -3.124575 -4.029515 -3.695967 0.002 -0.007 0.015
H -4.947089 5.409776 2.901994 0.009 -0.012 0.003
H 6.158308 -2.259170 0.413961 -0.003 -0.039 -0.010
H -1.814522 -2.661340 2.723427 0.001 -0.025 -0.033
H -3.854891 0.944555 1.563523 -0.004 0.013 0.026
H -0.154770 -2.867747 -2.145042 -0.054 -0.070 0.003
H -5.869076 -5.689019 -0.333362 -0.010 -0.002 0.003
H 5.614603 -3.640748 -0.587752 -0.019 0.062 -0.035
H -0.244352 4.423051 -2.388008 0.004 0.000 -0.010
H 2.577527 -3.243609 1.421558 0.060 -0.004 0.010
H -0.812427 2.854667 2.001769 -0.026 0.014 -0.006
H -5.063563 3.207766 1.784896 0.030 0.026 0.014
H 5.318939 1.580065 -2.338924 -0.019 0.014 0.000
H 4.217791 -3.211555 2.096047 0.021 -0.019 -0.015
H 5.636236 -1.994881 -1.262803 0.013 0.001 0.044
H -5.114573 -6.087733 1.213788 -0.006 0.006 -0.004
H -3.574171 -3.957748 2.091837 0.016 0.015 -0.013
H -1.406635 -4.300602 -3.403603 0.006 0.003 0.005
```
Forces are in eV/Å.

Calculated values
Total charge   -2
Energy above the lowest of the compared OMol25 structures with the same formula, charge and spin   0.6233 eV
Gap between HOMO and LUMO   4.91 eV
Maximum force   0.961 eV Å⁻¹

Atomic partial charges in e from the Löwdin method, atoms 1 to 8: 0.653 0.472 0.787 -0.161 -0.043 -0.060 -0.052 -0.088